C4H10OS | the ωB97M-V functional and the def2-TZVPD basis

Structure (XYZ):
```
16
Properties=species:S:1:pos:R:3:forces:R:3:lowdin_charge:R:1
S 1.98558 0.98829 -2.55231 0.277 0.679 -0.017 0.713
O -1.71667 -0.24743 2.45718 -0.553 0.416 0.900 -0.053
C 0.02945 -0.44926 0.80297 1.074 2.126 1.809 -0.219
C 0.56624 -0.37911 -0.60123 0.110 0.823 -1.013 -0.277
C 0.88040 1.07213 -1.14004 -0.522 -1.452 1.127 -0.586
C -1.46333 -0.40662 1.10257 0.616 -1.022 -1.354 -0.302
H 1.46725 1.63315 -0.41288 -0.083 -0.021 0.138 0.059
H -1.91425 -1.30623 0.65823 -0.243 -0.079 0.323 0.118
H 0.56547 -1.15681 1.43528 -0.385 -0.891 -0.313 0.111
H -0.17421 -0.77291 -1.30811 0.323 -0.380 -0.033 0.108
H -1.92906 0.42897 0.58607 -0.006 0.232 0.073 0.120
H 0.41604 0.46068 1.32252 -0.249 -0.096 -0.322 0.118
H -1.33095 -0.92478 3.02187 0.107 -0.142 -0.443 0.093
H 1.19636 0.41394 -3.43848 -0.474 -0.294 -0.306 -0.162
H 1.51831 -0.89459 -0.70451 -0.228 -0.491 0.064 0.085
H -0.09663 1.54059 -1.22911 0.236 0.593 -0.634 0.075
```
Forces are in eV/Å.

Structure (SMILES) = OCCCCS
HOMO-LUMO gap = 10.01 eV
Total energy = -631.79954 a.u.
ΔE to the lowest compared entry with this formula, charge and spin = 15.78 kcal per mole
Lowest unoccupied orbital energy = 0.911 eV

=====

C4H10OS2 | the ωB97M-V functional and the def2-TZVPD basis

Structure (XYZ):
```
17
Properties=species:S:1:pos:R:3:forces:R:3:lowdin_charge:R:1
S 0.00000 0.00000 0.00000 -1.203 0.738 2.394 0.830
S 1.30693 -1.48259 -2.67011 -0.236 -0.469 0.199 0.801
O -1.88432 0.27267 -8.45509 1.033 -0.498 0.454 -0.091
C -0.47355 -1.46909 -2.20515 0.304 -1.459 -1.150 -0.582
C -0.83457 -0.19132 -1.56630 0.252 0.655 -0.985 -0.602
C 1.75702 -0.09030 -0.27259 1.019 -1.886 -1.190 -0.549
C 2.05721 -1.47685 -0.99495 0.304 1.209 -0.946 -0.535
H -1.50092 0.38772 -7.55619 -0.373 -0.148 -0.990 0.044
H -1.93782 -0.16477 -1.47924 0.600 0.318 0.722 0.093
H 1.71989 -2.39045 -0.46865 0.019 0.854 0.140 0.076
H -0.71651 -2.37128 -1.61145 0.156 0.507 -0.164 0.085
H -1.25447 -0.32437 -8.91885 -0.655 0.645 0.538 0.046
H 3.14744 -1.56869 -1.16354 -0.497 -0.007 -0.016 0.066
H -1.05369 -1.51943 -3.14661 0.499 -0.303 0.195 0.080
H 2.06035 0.83124 -0.80570 0.240 -0.899 -0.159 0.074
H -0.53726 0.57184 -2.31105 -0.247 0.104 0.618 0.081
H 2.41816 -0.20271 0.60816 -1.215 0.637 0.340 0.082
```
Forces are in eV/Å.

Structure (SMILES) = C1CSCCS1.O
HOMO-LUMO gap = 8.93 eV
Total energy = -1029.99271 a.u.
ΔE to the lowest compared entry with this formula, charge and spin = 24.50 kcal per mole
Lowest unoccupied orbital energy = 0.404 eV

=====

Question: The highest total energy belongs to which entry?
Answer: C4H10OS